Record 1
Computed, not measured: a molecular structure, C8H8N2O4 at a distorted geometry, with the ωB97M-V functional and the def2-TZVPD basis.

Computed properties:
Frontier orbital gap (spin up / spin down), eV: 7.78 / 7.77

Geometry as ORCA input:
```
! RIJCOSX wB97M-V def2-TZVPD def2/J DEFGRID3
* xyz 0 1
C -1.144 0.050 3.259
C -2.197 -0.554 2.468
C 0.037 0.419 2.607
C -1.989 -0.897 1.144
C 1.307 0.250 0.336
C 0.267 0.147 1.270
C -0.747 -0.521 0.574
C 0.807 -0.254 -0.877
N -0.445 -0.699 -0.759
N 1.567 -0.121 -2.024
O 2.536 2.133 -2.851
O 0.026 -1.312 -3.423
O 1.302 1.539 -2.562
O 1.421 -0.986 -2.942
H -1.312 0.396 4.312
H -3.043 -0.884 2.970
H 0.981 0.801 3.215
H -2.910 -1.182 0.521
H 2.245 0.827 0.581
H -1.123 -1.192 -1.502
H 2.629 2.816 -2.114
H -0.217 -0.774 -4.203
*
```

Record 2
Computed, not measured: a single C5H6BrNO molecule at a distorted geometry, with the ωB97M-V functional and the def2-TZVPD basis.

Computed properties:
SMILES string: C=C/C=C\N=C(\O)Br
Frontier orbital gap, eV: 8.78

Geometry as ORCA input:
```
! RIJCOSX wB97M-V def2-TZVPD def2/J DEFGRID3
* xyz 0 1
C 0.781 0.118 1.326
C 0.868 -1.028 0.595
C 0.963 -1.013 -0.915
C 0.372 -0.079 -1.675
N -0.356 0.941 -1.129
C -1.178 0.852 -0.216
O -1.598 1.848 0.539
Br -2.573 -0.691 0.112
H 0.860 0.016 2.405
H 0.775 1.044 0.943
H 0.990 -2.003 0.869
H 1.692 -1.652 -1.477
H 0.618 0.067 -2.663
H -2.214 1.580 1.286
*
```

Calculated calculated total energy (Eh), listed in the same order as above: -719.7715; -2898.0350
Calculated energy above the lowest of the compared OMol25 structures with the same formula, charge and spin (eV), listed in the same order as above: 9.330; 2.351